DFT (ωB97M-V/def2-TZVPD) results for a structure of composition C29H37BrN3O6SSbTi at a distorted geometry.

Its HOMO energy (spin up / spin down) is 0.001 / -0.025 Eh. As for the spin multiplicity: 3. The charge is -2.

XYZ file:
```
79
C29H37BrN3O6SSbTi | the Open Molecules 2025 dataset | ωB97M-V/def2-TZVPD
Ti 1.241 0.620 -0.497
C 5.649 1.839 -0.166
O 4.561 1.167 0.616
C 4.728 -0.169 0.564
C 5.985 -0.812 0.611
C 6.117 -2.163 0.202
Br 7.702 -3.089 -0.195
C 5.016 -2.922 0.044
C 3.747 -2.409 0.328
C 3.613 -0.999 0.495
O 2.378 -0.601 0.308
C 2.618 -3.335 0.422
N 1.316 -3.045 0.711
C 0.496 -4.215 0.641
C -0.866 -4.398 0.972
C -1.284 -5.716 0.852
C -0.467 -6.809 0.555
C 0.913 -6.604 0.357
C 1.394 -5.287 0.341
N 2.673 -4.682 0.171
H 6.548 2.083 0.432
H 5.152 2.758 -0.485
H 5.961 1.198 -1.031
H 6.876 -0.229 0.903
H 5.114 -3.901 -0.386
H 1.038 -2.060 1.027
H -1.490 -3.600 1.355
H -2.344 -5.948 1.009
H -0.824 -7.836 0.607
H 1.621 -7.413 0.344
H 3.543 -5.220 0.065
C -2.433 5.319 -1.340
C -3.148 4.067 -1.061
C -3.126 3.062 -2.193
Sb -2.347 2.785 0.591
C -2.064 3.813 2.558
C -0.813 3.199 3.186
C -1.935 5.285 2.268
C -4.127 1.567 1.252
C -3.586 0.196 1.626
C -4.974 2.213 2.329
H -3.108 6.072 -1.748
H -1.618 5.194 -2.090
H -1.982 5.787 -0.444
H -4.128 4.158 -0.626
H -2.199 2.436 -2.299
H -3.098 3.668 -3.099
H -4.008 2.397 -2.174
H -2.982 3.490 3.110
H -0.070 2.745 2.494
H -1.180 2.448 3.917
H -0.270 3.977 3.726
H -0.970 5.490 1.736
H -1.878 5.805 3.232
H -2.706 5.713 1.599
H -4.638 1.487 0.288
H -3.002 0.215 2.583
H -2.891 -0.188 0.889
H -4.377 -0.550 1.699
H -4.581 2.029 3.392
H -5.984 1.774 2.264
H -5.129 3.313 2.150
O 0.451 3.857 -1.534
S 1.668 3.190 -1.034
O 1.214 2.435 0.343
O 1.956 1.745 -1.779
O 2.883 3.990 -0.998
N 0.215 -0.447 -1.469
C -0.167 -1.383 -2.283
C -1.597 -1.731 -2.357
C -1.980 -2.804 -3.118
C -1.066 -3.705 -3.660
C 0.313 -3.439 -3.584
C 0.758 -2.227 -3.059
H -2.334 -1.076 -1.860
H -3.049 -2.968 -3.283
H -1.426 -4.589 -4.136
H 1.008 -4.108 -4.049
H 1.781 -1.908 -3.124
```